# 1
Molecular formula: C17H40BrN2O8P2
Method: DFT, ωB97M-V/def2-TZVPD

- Kohn-Sham gap: 0.2385 Eh
- E_HOMO: -4.09 eV

```
! RIJCOSX wB97M-V def2-TZVPD def2/J DEFGRID3
* xyz -1 1
Br 3.17 -2.26 -1.30
P -0.78 -3.40 -0.21
P -1.89 1.15 -1.01
O -0.85 -1.81 -1.00
O -3.24 0.39 -1.57
O -1.63 0.76 0.40
O -2.17 2.77 -1.08
O 3.40 2.46 7.06
O 0.15 -4.28 -3.92
O -0.54 1.10 2.82
O 1.00 -3.24 0.07
N 2.26 -4.99 -4.16
N 1.32 3.28 7.23
C -1.12 3.54 -0.51
C 1.91 -1.15 0.96
C 1.45 -2.00 -0.22
C 1.25 -3.64 -5.95
C 0.72 -0.75 1.87
C 0.57 0.76 1.98
C 0.67 0.10 -1.61
C 1.16 -4.32 -4.60
C 0.45 -1.38 -1.24
C -4.44 1.11 -1.29
C -0.05 3.51 6.81
C 3.54 -5.15 -4.83
C -0.57 0.77 -2.22
C 2.29 2.57 6.58
C 1.90 1.93 5.27
C -4.77 2.20 -2.34
C -1.69 4.77 0.20
H -0.26 3.02 5.86
H -4.46 1.51 -0.28
H 1.63 3.68 8.09
H -0.22 4.58 6.70
H 3.75 -6.21 -4.98
H 3.55 -4.64 -5.79
H -2.39 5.30 -0.45
H -4.03 2.21 -3.14
H 2.43 -0.24 0.64
H -0.89 5.47 0.44
H -5.79 2.11 -2.71
H -0.96 0.15 -3.03
H -0.27 1.74 -2.65
H 1.59 2.69 4.55
H 4.33 -4.72 -4.20
H 2.62 -1.73 1.55
H -5.25 0.37 -1.34
H -0.52 2.99 0.22
H 0.34 1.14 0.98
H 1.45 -4.37 -6.73
H -4.67 3.17 -1.84
H -2.23 -3.57 -0.21
H -0.93 -2.71 1.06
H 2.14 -5.42 -3.26
H -0.73 3.12 7.57
H -1.23 1.41 2.24
H -0.24 -1.15 1.53
H -0.49 3.90 -1.32
H 2.75 1.39 4.87
H 0.31 -3.15 -6.15
H 1.11 0.69 -0.81
H 1.44 0.08 -2.39
H 2.04 -2.89 -5.94
H 0.88 -1.12 2.89
H 0.72 -1.90 -2.17
H -0.70 -4.66 0.53
H -2.22 4.52 1.12
H -0.64 -4.06 -1.46
H 1.08 1.22 5.42
H 1.48 1.24 2.36
*
```


# 2
Molecular formula: C17H40GdNP3Se
Method: DFT, ωB97M-V/def2-TZVPD

- Expectation value of S²: 16.11
- Energy relative to the best compared isomer or geometry (same formula, charge and spin): 0.058 eV
- Kohn-Sham gap (spin up / spin down): 0.2380 / 0.1456 Eh
- E_HOMO (spin up / spin down): -16.87 / -16.86 eV

```
! RIJCOSX wB97M-V def2-TZVPD def2/J DEFGRID3
* xyz 3 8
Gd 0.25 0.31 1.40
Se -2.20 -1.44 -0.12
P -1.53 2.03 -1.29
P 1.27 2.73 0.96
P 1.11 -0.31 -1.47
N -1.88 1.20 2.18
C -1.67 -3.67 1.64
C 3.00 2.27 1.36
C 0.06 -0.91 -2.86
C -2.11 -3.35 0.35
C -0.80 2.80 -2.79
C 2.18 -1.80 -1.32
C -2.37 3.56 -0.68
C -1.25 -5.39 -0.54
C 1.50 3.96 -0.34
C 1.50 -2.82 3.38
C -3.02 1.38 -2.16
C 0.84 3.80 2.38
C 1.47 -3.95 4.14
C -0.57 -5.62 0.68
C -0.84 -4.78 1.77
C 2.26 0.79 -2.40
C -1.98 -4.23 -0.73
H -0.30 -0.09 -3.50
H 2.46 -2.28 3.29
H 2.36 -4.53 4.42
H -1.90 -3.02 2.48
H -1.70 4.11 -0.01
H -0.72 -1.56 0.24
H -2.12 1.06 3.17
H 3.10 -1.55 -0.77
H 0.08 3.40 -2.53
H 1.94 3.48 -1.23
H -2.65 0.82 1.59
H 1.64 -2.58 -0.77
H 0.52 -4.39 4.52
H -1.56 3.44 -3.26
H -2.35 -3.92 -1.70
H 0.11 -6.44 0.80
H -2.79 0.42 -2.65
H 2.45 -2.18 -2.32
H -0.07 4.36 2.12
H 3.51 1.93 0.44
H -1.13 -6.10 -1.35
H 0.64 -2.46 2.84
H -0.28 -4.93 2.69
H 0.67 3.19 3.28
H 1.71 1.55 -2.98
H 0.65 -1.61 -3.48
H 3.50 3.17 1.75
H 3.03 1.47 2.12
H -1.79 2.20 1.99
H 2.92 1.31 -1.69
H -3.28 3.28 -0.13
H 2.20 4.72 0.05
H -0.49 2.04 -3.52
H 2.87 0.18 -3.08
H 1.67 4.50 2.55
H 0.53 4.43 -0.58
H -2.65 4.20 -1.53
H -3.83 1.21 -1.44
H -3.35 2.11 -2.92
H -0.81 -1.46 -2.47
*
```